1.
This record from the OMol25 dataset describes C4H10O2 in the gas phase. The level of theory is ωB97M-V with the def2-TZVPD basis set.

Properties
E_HOMO = -9.98 eV
E_LUMO = 0.851 eV
Structure (SMILES) = CC(CO)CO
Total charge = 0
Orbital gap = 10.8 eV
Total energy = -308.872638 Ha

Geometry as XYZ:
```
16
Properties=species:S:1:pos:R:3:forces:R:3
H -0.415 -1.024 -0.893 0.08 0.07 0.05
H -0.571 1.025 -2.349 -0.04 0.17 0.26
H 0.751 1.624 0.064 -0.02 -0.09 -0.06
C 0.037 -0.407 -0.102 -0.05 0.02 -0.04
H 1.442 0.748 -1.301 -0.19 -0.01 0.02
C 0.516 0.904 -0.728 0.25 -0.06 0.19
O -2.196 0.472 0.448 -0.03 0.19 -0.20
H -1.911 1.084 -0.250 -0.13 -0.06 0.13
H 1.975 -1.388 -0.250 -0.12 0.02 0.13
C 1.221 -1.151 0.509 0.05 -0.03 0.06
H 0.896 -2.087 0.976 0.08 0.13 -0.07
H 1.703 -0.538 1.281 -0.05 -0.10 -0.08
O -0.478 1.534 -1.531 -0.04 -0.09 -0.37
H -1.352 -1.099 1.400 0.05 0.13 -0.05
C -1.038 -0.146 0.956 0.30 -0.25 0.18
H -0.580 0.450 1.769 -0.13 -0.03 -0.16
```
Positions in Å, forces in eV/Å.


2.
This record from the OMol25 dataset describes a molecular structure, C48H43B2BrN15O2Tl. The level of theory is ωB97M-V with the def2-TZVPD basis set.

Properties
E_HOMO (alpha / beta) = -10.47 / -10.48 eV
E_LUMO (alpha / beta) = -2.916 / -3.987 eV
Multiplicity = 2
Total charge = +1
<S²> = 0.755
Orbital gap (alpha / beta) = 7.6 / 6.5 eV
Total energy = -5622.855207 Ha

Geometry as XYZ:
```
112
Properties=species:S:1:pos:R:3:forces:R:3
C -3.056 3.105 -2.891 0.05 -0.03 -0.04
C 1.699 2.552 5.221 -0.04 0.05 -0.04
C 0.822 1.545 4.854 -0.05 0.09 0.03
C 2.865 -4.853 -0.721 0.06 -0.01 -0.06
C -1.919 0.117 4.276 -0.06 0.04 -0.02
C 4.847 -4.107 1.071 -0.01 0.00 -0.02
H -3.353 -1.498 -4.491 -0.03 -0.02 -0.03
O 0.392 -2.085 4.547 0.08 0.06 -0.06
C -5.566 -1.408 -0.430 -0.03 0.01 -0.02
C -2.320 -4.339 0.025 0.03 -0.02 0.03
H -0.692 3.054 2.244 0.01 0.01 -0.02
C 3.577 -3.562 1.176 0.02 -0.03 0.04
H -2.075 3.312 0.334 0.02 0.01 0.00
H 2.586 -1.412 5.548 0.00 -0.01 0.01
N 1.751 -0.514 -1.515 0.03 0.01 0.18
C -2.689 4.370 -3.322 0.03 0.01 0.04
H 3.115 -1.686 -0.463 0.01 0.09 -0.08
C 2.806 -1.308 -1.422 0.08 0.00 0.00
N 1.159 -2.161 1.216 0.07 -0.27 -0.16
N -2.169 -0.759 2.276 -0.13 0.01 -0.10
N -2.559 0.654 -0.268 0.08 -0.24 0.13
C 1.744 3.737 4.496 -0.01 -0.03 0.01
B -2.734 -1.464 1.014 -0.10 -0.03 0.01
C 4.134 -5.394 -0.825 -0.01 0.01 0.03
C 4.307 0.773 3.626 -0.02 -0.03 -0.02
H -4.744 -1.284 3.435 0.00 0.01 -0.02
C -4.519 0.793 -1.338 0.04 -0.11 0.09
C -1.238 -3.298 0.105 0.06 -0.04 -0.05
H -5.325 1.172 -1.940 -0.04 0.02 -0.02
H 2.342 2.419 6.081 0.01 0.01 0.02
C 0.892 3.915 3.416 0.01 0.00 0.01
H -6.321 -1.282 -1.203 -0.01 0.01 0.00
H 5.157 1.438 3.606 0.00 0.01 -0.01
C 0.136 3.011 -6.007 -0.01 0.02 0.01
H -5.157 -2.414 -0.515 0.01 -0.03 -0.02
C 0.962 2.808 -0.120 -0.04 0.00 0.03
H 2.422 4.527 4.789 0.01 0.01 0.00
C 2.598 -0.762 -3.529 0.04 -0.07 -0.09
N 0.453 1.760 -0.754 -0.08 0.09 0.01
H -2.035 -5.234 0.578 0.02 0.00 0.02
H -2.868 4.660 -4.348 -0.01 0.01 -0.03
C 1.788 1.720 -5.372 0.13 0.16 0.05
H 2.728 1.224 -5.220 0.02 -0.04 0.03
O 0.593 -2.510 2.405 0.34 0.01 0.10
H 1.815 4.723 -0.838 0.01 0.04 0.01
N -1.122 0.102 2.185 0.21 0.00 0.10
N -0.814 0.092 -3.234 0.19 0.02 -0.21
H -3.270 -3.970 0.388 -0.05 -0.01 0.00
H -2.426 -4.633 -1.023 0.01 -0.02 -0.01
H -0.513 3.709 -6.510 -0.02 0.01 -0.02
N -0.276 2.413 -4.906 0.03 -0.08 0.01
C -0.977 0.651 3.400 0.04 0.05 -0.04
C -2.102 -1.524 -2.653 -0.04 -0.01 0.03
C 5.129 -5.024 0.070 -0.01 0.01 0.00
C 3.986 0.031 4.744 0.01 -0.07 0.01
H -6.060 -1.333 0.539 0.01 0.00 0.03
H -1.395 5.570 -0.435 0.01 0.02 0.02
C 0.015 2.904 3.050 -0.07 0.07 -0.01
N 0.745 1.604 -4.512 -0.27 -0.15 -0.14
H -3.978 -1.498 5.010 -0.01 0.00 0.01
Tl -0.210 -0.217 -0.035 -0.29 0.04 -0.38
C -1.853 4.876 -1.128 -0.01 -0.01 -0.04
N -1.056 -0.806 -2.260 -0.02 -0.02 0.17
C -2.536 -1.109 -3.912 0.05 0.03 -0.01
C 3.383 -1.509 -2.676 -0.08 0.05 -0.02
N 2.446 -0.154 2.435 0.00 0.05 0.07
C 1.439 2.613 -6.352 0.04 -0.02 0.05
H 4.348 -6.103 -1.613 0.02 -0.02 -0.02
Br 3.955 1.584 0.935 0.00 0.02 0.00
C 3.496 0.630 2.502 0.05 0.02 0.03
H -2.509 -2.293 -2.021 -0.01 0.01 0.02
H -3.573 -2.245 1.348 0.03 -0.01 -0.02
C 1.379 3.762 -1.037 -0.04 -0.03 -0.04
H 4.241 -2.105 -2.926 0.03 -0.02 -0.01
C -2.217 3.610 -0.698 -0.03 0.00 0.05
C 2.884 -0.813 4.701 0.16 -0.03 -0.10
C -0.007 1.703 3.745 0.04 -0.05 0.06
C -3.278 1.401 -1.097 -0.04 0.11 -0.08
C -1.682 -0.081 -4.247 -0.10 -0.02 -0.03
N 0.536 1.994 -2.088 0.17 -0.12 0.09
N -3.318 -0.432 0.040 0.05 0.18 0.18
H 2.116 -5.138 -1.447 -0.04 0.03 0.00
C 2.156 -0.870 3.525 0.02 -0.13 -0.04
H 2.038 2.935 -7.183 0.03 0.01 -0.04
N -1.461 -2.075 0.376 0.07 0.13 0.08
H 1.241 3.594 -3.254 0.01 0.04 -0.05
C 1.091 3.205 -2.264 0.00 0.03 -0.02
C 0.977 -1.798 3.553 -0.26 -0.11 -0.14
B 0.511 0.878 -3.199 0.20 0.00 0.06
C 0.109 -3.826 -0.158 -0.12 -0.05 -0.09
H -1.809 6.248 -2.777 0.00 0.02 0.00
H 0.166 -4.734 -0.742 0.01 -0.01 -0.02
C -2.819 2.715 -1.577 -0.06 -0.03 -0.04
H 2.661 -0.660 -4.597 -0.01 0.02 -0.01
H 1.019 2.818 0.950 0.00 0.00 0.08
H 4.587 0.106 5.640 0.00 0.00 0.00
C 2.573 -3.930 0.282 -0.11 -0.15 0.03
N 1.638 -0.146 -2.817 -0.21 0.10 0.13
H -2.056 0.373 5.311 0.01 0.00 0.05
H 0.896 4.851 2.872 0.00 0.02 -0.01
H -1.634 0.539 -5.122 -0.01 0.02 -0.02
H 0.778 0.623 5.422 -0.08 0.06 0.02
H -3.667 -2.651 3.709 0.01 -0.01 0.01
C -3.829 -1.599 3.938 -0.01 0.00 0.04
C -2.088 5.258 -2.442 0.00 -0.01 0.01
H -3.506 2.405 -3.583 -0.02 -0.01 0.00
H 3.374 -2.836 1.952 -0.01 0.01 0.03
C -2.664 -0.767 3.525 -0.07 -0.03 -0.01
C 1.219 -3.348 0.408 -0.05 0.25 0.26
H 5.617 -3.810 1.770 0.02 0.00 0.02
H 6.120 -5.447 -0.016 0.02 -0.01 0.00
C -4.509 -0.368 -0.589 0.03 0.02 -0.06
```
Positions in Å, forces in eV/Å.


3.
This record from the OMol25 dataset describes 2 unconnected molecules or ions with the total composition C3H3BrF4 at a distorted geometry. The level of theory is ωB97M-V with the def2-TZVPD basis set.

Properties
E_HOMO = -10.09 eV
E_LUMO = 0.645 eV
Total charge = 0
Orbital gap = 10.7 eV
Total energy = -3089.506439 Ha

Geometry as XYZ:
```
11
Properties=species:S:1:pos:R:3:forces:R:3
C -0.585 -0.457 0.402 -0.58 3.48 -0.91
Br -0.124 -0.817 2.203 0.04 -0.18 -0.03
H 0.916 1.525 0.933 -0.59 0.25 -1.00
F -0.158 -2.475 -0.619 0.31 -0.80 -0.19
H 0.207 -0.747 -1.710 -1.38 -0.81 1.55
F -0.866 2.488 0.545 1.37 -1.47 -0.90
F 1.518 -0.996 -0.388 0.76 -0.89 0.69
C 0.188 -1.187 -0.638 1.17 2.08 -1.78
H -1.673 -0.651 0.226 0.89 0.74 0.32
C 0.088 1.563 0.176 -1.28 -2.36 0.17
F 0.489 1.755 -1.130 -0.72 -0.05 2.08
```
Positions in Å, forces in eV/Å.